Here is C65H65BGeN5O3ReS3 as an isolated structure from the OMol25 dataset. Energies are from wB97M-V/def2-TZVPD.

Last column: Mulliken charge in e.
CARTESIAN COORDINATES (ANGSTROEM)
Re 0.008 1.541 0.097  0.381
S -0.730 1.800 2.278  -0.129
C -1.894 0.524 2.570  1.684
C -2.597 0.558 3.774  -1.273
C -3.536 -0.417 4.066  0.803
C -4.215 -0.385 5.333  -0.496
N -4.736 -0.355 6.355  -0.493
C -3.821 -1.422 3.130  0.519
C -3.128 -1.451 1.933  0.429
C -2.143 -0.511 1.679  -2.115
S -1.317 -0.509 0.108  1.310
C -4.833 -2.410 3.384  -0.328
N -5.649 -3.195 3.571  -0.595
H -2.411 1.354 4.483  0.690
H -3.363 -2.207 1.198  0.102
O 2.147 1.119 1.357  0.763
C 3.123 2.169 1.191  3.327
C 2.571 3.117 0.108  -1.635
O 3.250 3.920 -0.463  -0.532
O 1.256 3.034 -0.108  -0.072
C 4.477 1.577 0.805  -0.378
C 4.677 0.203 0.821  0.124
C 5.932 -0.330 0.555  -1.037
C 6.997 0.507 0.267  -0.708
C 6.801 1.882 0.254  -0.839
C 5.554 2.418 0.530  -0.530
C 3.249 2.923 2.517  -0.201
C 3.534 2.171 3.657  -0.004
C 3.652 2.783 4.893  -1.052
C 3.505 4.160 5.001  -0.642
C 3.240 4.912 3.869  -0.865
C 3.110 4.299 2.628  -0.577
H 1.986 1.003 2.306  -0.555
H 3.850 -0.460 1.032  0.476
H 6.072 -1.404 0.577  0.525
H 7.976 0.094 0.061  0.428
H 7.628 2.545 0.036  0.438
H 5.416 3.489 0.528  0.464
H 3.710 1.103 3.573  0.464
H 3.871 2.188 5.769  0.459
H 3.608 4.643 5.963  0.426
H 3.131 5.986 3.944  0.469
H 2.908 4.905 1.755  0.542
Ge -1.843 3.143 -0.545  1.600
C -1.498 4.172 -2.172  -0.049
C -2.589 4.517 -2.971  -0.686
C -2.418 5.303 -4.103  -0.773
C -1.154 5.767 -4.443  -0.541
C -0.064 5.439 -3.650  -0.914
C -0.233 4.641 -2.524  0.243
C -2.085 4.407 0.926  -0.173
C -1.048 5.252 1.323  0.217
C -1.212 6.111 2.401  -0.698
C -2.416 6.133 3.094  -0.543
C -3.457 5.305 2.701  -0.687
C -3.291 4.446 1.621  -0.435
H -3.192 2.408 -0.688  -0.261
H -3.581 4.168 -2.708  0.440
H -3.274 5.570 -4.709  0.456
H -1.024 6.393 -5.316  0.424
H 0.921 5.812 -3.902  0.485
H 0.628 4.409 -1.908  0.476
H -0.103 5.239 0.790  0.299
H -0.403 6.765 2.700  0.447
H -2.544 6.800 3.936  0.404
H -4.399 5.329 3.233  0.433
H -4.108 3.798 1.322  0.441
C -2.419 -4.622 -2.893  -1.757
C -2.274 -3.135 -2.554  2.922
C -3.570 -2.372 -2.837  -1.849
C -1.097 -2.533 -3.299  0.701
C -1.208 -2.353 -4.674  -0.585
C -0.162 -1.833 -5.413  -1.571
C 1.000 -1.452 -4.768  -0.067
C 1.161 -1.609 -3.394  0.339
C 2.488 -1.148 -2.816  -0.622
C 2.360 -0.212 -1.619  1.495
C 3.442 -2.302 -2.496  -1.727
C 0.104 -2.175 -2.671  -0.523
N 0.266 -2.541 -1.282  1.197
B -0.332 -2.128 -0.049  1.371
N -0.083 -3.160 0.909  1.043
C 0.641 -4.153 0.236  -1.377
C 0.841 -3.796 -1.038  -1.431
C -0.671 -3.514 2.180  -0.460
C -0.085 -3.134 3.391  -0.326
C -0.770 -3.460 4.565  -0.304
C -1.945 -4.181 4.554  -1.762
C -2.439 -4.652 3.348  -0.260
C -1.815 -4.340 2.149  0.869
C -2.342 -5.002 0.882  1.921
C -3.828 -4.743 0.620  -1.470
C -2.086 -6.512 0.965  -1.830
C 1.286 -2.495 3.614  0.507
C 1.162 -1.086 4.188  -1.099
C 2.272 -2.492 2.450  -1.835
H -3.350 -5.020 -2.490  0.443
H -1.590 -5.204 -2.484  0.317
H -2.430 -4.770 -3.974  0.380
H -2.081 -3.049 -1.484  -1.602
H -3.888 -2.487 -3.874  0.400
H -3.448 -1.308 -2.622  0.255
H -4.375 -2.756 -2.207  0.530
H -2.119 -2.655 -5.177  0.445
H -0.251 -1.726 -6.487  0.480
H 1.816 -1.026 -5.340  0.533
H 2.954 -0.561 -3.612  0.875
H 2.109 -0.766 -0.713  -0.798
H 1.589 0.539 -1.852  -1.747
H 3.306 0.300 -1.448  0.816
H 3.090 -2.883 -1.645  0.200
H 4.430 -1.912 -2.247  0.464
H 3.545 -2.968 -3.354  0.419
H 0.941 -5.053 0.745  0.661
H 1.335 -4.337 -1.828  0.692
H -0.333 -3.173 5.515  0.507
H -2.455 -4.411 5.480  0.455
H -3.324 -5.275 3.344  0.563
H -1.781 -4.634 0.024  -1.207
H -4.442 -4.957 1.496  0.353
H -4.176 -5.384 -0.190  0.488
H -4.024 -3.713 0.315  0.221
H -2.672 -6.966 1.765  0.376
H -1.033 -6.725 1.161  0.381
H -2.363 -6.994 0.026  0.481
H 1.739 -3.115 4.394  0.709
H 0.787 -0.406 3.427  -0.246
H 2.135 -0.725 4.531  0.404
H 0.475 -1.044 5.033  0.570
H 1.959 -1.819 1.650  -0.098
H 2.411 -3.485 2.023  0.486
H 3.244 -2.154 2.816  0.719
S -1.265 0.861 -2.574  -0.335
C -0.785 1.362 -4.120  0.963
N -1.612 1.087 -5.160  0.152
C -1.360 1.409 -6.450  -0.581
C -0.219 2.071 -6.776  -0.725
C 0.671 2.405 -5.736  -0.466
C 0.400 2.057 -4.443  -0.900
H -2.462 0.590 -4.926  0.235
H -2.108 1.114 -7.171  0.555
H -0.019 2.339 -7.801  0.497
H 1.582 2.943 -5.967  0.518
H 1.070 2.316 -3.636  0.281

The net charge is +1. As for the spin multiplicity: 4. For the HOMO energy (alpha / beta), the calculation gives -10.51 / -10.62 eV. For the HOMO-LUMO gap (alpha / beta), the calculation gives 7.5 / 6.6 eV. Its LUMO energy (alpha / beta) is -0.111 / -0.147 Eh.